Entry 1:
Below is C18H17MnN5O5S2Se as an isolated structure at a distorted geometry, with properties calculated with ωB97M-V with the def2-TZVPD basis set.

Computed properties:
Multiplicity ... 2
Lowest unoccupied orbital energy (spin up / spin down) ... -0.88 / -0.87 eV
<S²> ... 1.249

```
49
Properties=species:S:1:pos:R:3:forces:R:3:mulliken_spin:R:1
Mn -0.330 -0.394 0.043 0.64 1.01 -0.06 1.033
O 1.808 -2.736 -2.936 0.06 -0.01 -0.01 -0.001
C 1.059 -1.805 -2.347 0.05 -0.03 -0.16 -0.003
O 1.029 -1.681 -1.145 -0.25 -0.17 0.49 0.004
C 0.363 -0.930 -3.370 -0.07 -0.01 0.14 0.000
O -0.713 -0.210 -2.852 -0.09 0.10 -0.09 0.010
C -1.980 -0.847 -2.963 0.17 -0.02 0.02 0.004
C -2.287 -1.783 -1.798 0.31 0.03 0.11 -0.001
O -3.064 -2.705 -1.958 -0.11 0.06 0.03 -0.001
O -1.699 -1.479 -0.688 -0.80 -0.44 -0.32 0.003
H 2.274 -3.234 -2.245 -0.02 0.05 0.00 0.000
H 0.086 -1.544 -4.230 -0.02 -0.03 -0.02 0.000
H 1.120 -0.209 -3.685 0.06 -0.02 -0.05 -0.001
H -2.066 -1.405 -3.897 -0.01 0.02 -0.06 0.000
H -2.720 -0.047 -2.959 -0.06 0.00 -0.01 -0.001
C 4.698 0.954 -1.896 -0.08 0.17 0.04 0.001
S 4.345 1.651 -0.266 0.03 -0.16 0.09 0.000
C 2.648 1.131 -0.078 -0.19 -0.01 -0.01 -0.003
S 1.520 1.392 -1.329 -0.08 -0.26 0.13 0.003
N 2.418 0.653 1.113 0.29 -0.04 -0.11 0.002
N 1.145 0.186 1.342 0.22 0.37 -0.82 -0.012
C 0.858 0.108 2.577 -0.21 -0.07 0.85 0.005
C -0.426 -0.464 2.949 0.13 0.11 0.19 -0.011
C -0.817 -0.639 4.266 0.01 0.03 0.23 0.000
C -2.047 -1.218 4.526 0.03 0.00 0.09 -0.002
C -2.843 -1.613 3.463 0.03 0.02 0.00 0.002
C -2.378 -1.407 2.176 -0.16 -0.07 -0.07 -0.006
N -1.203 -0.837 1.927 0.27 -0.05 -0.66 -0.006
H 5.716 1.251 -2.145 -0.03 -0.01 0.01 0.000
H 4.004 1.352 -2.633 0.04 -0.02 -0.03 0.000
H 4.634 -0.131 -1.854 0.01 0.01 -0.06 0.000
H 1.578 0.454 3.312 -0.06 -0.10 0.09 0.000
H -0.154 -0.326 5.063 -0.05 -0.02 0.00 0.000
H -2.375 -1.373 5.546 0.01 0.02 -0.01 0.000
H -3.804 -2.081 3.622 0.01 0.01 -0.02 0.000
H -2.947 -1.713 1.307 0.10 -0.05 0.03 -0.003
Se -0.499 3.124 0.320 0.42 0.08 -0.07 0.004
N -1.348 1.569 0.170 -0.19 -0.51 0.01 -0.017
C -2.647 1.830 0.142 -0.24 -0.08 0.06 -0.008
C -3.684 0.850 0.025 0.01 0.07 -0.01 0.002
C -4.970 1.271 -0.007 -0.08 0.08 0.01 -0.001
C -5.318 2.662 0.080 -0.06 -0.09 -0.01 0.001
C -4.372 3.620 0.201 0.04 0.03 0.01 0.000
C -2.997 3.226 0.243 -0.01 -0.06 0.03 0.000
N -1.981 4.060 0.376 -0.14 0.04 0.06 0.000
H -3.424 -0.196 -0.048 0.01 0.06 -0.06 0.004
H -5.761 0.538 -0.102 -0.01 0.04 -0.01 0.000
H -6.364 2.943 0.048 0.01 -0.03 0.00 0.000
H -4.622 4.670 0.271 0.04 -0.02 -0.01 0.000
```
Forces are in eV/Å.



Entry 2:
Below is one molecule with the formula C18H17N3O3S at a distorted geometry, with properties calculated with ωB97M-V with the def2-TZVPD basis set.

Computed properties:
Lowest unoccupied orbital energy ... 0.30 eV
Structure (SMILES) ... COc1ccc(-c2nnc(NC(=O)Cc3ccccc3)s2)c(OC)c1

```
42
Properties=species:S:1:pos:R:3:forces:R:3:mulliken_charge:R:1
C -6.787 -0.199 0.869 -0.16 -0.18 0.05 -0.868
H -6.960 -0.856 0.011 0.02 0.02 0.04 0.349
O -5.826 0.789 0.577 0.28 0.20 -0.08 -0.447
C -4.570 0.398 0.247 0.29 -0.06 -0.08 0.444
C -4.136 -0.922 0.171 -0.47 0.00 0.13 -0.955
C -2.827 -1.179 -0.179 0.29 0.44 -0.09 -0.905
C -1.920 -0.162 -0.462 -0.63 0.22 0.15 0.557
C -2.362 1.182 -0.383 -0.15 -0.33 0.05 0.670
C -3.678 1.434 -0.030 -0.12 0.17 0.03 -0.319
H -4.060 2.439 0.042 0.00 0.14 0.00 0.473
O -1.459 2.139 -0.659 -0.22 -0.15 0.07 -0.397
C -1.849 3.491 -0.598 -0.10 0.23 0.02 -0.960
H -2.174 3.772 0.408 0.00 -0.02 -0.04 0.352
H -0.958 4.058 -0.862 -0.08 0.00 0.02 0.270
H -2.646 3.713 -1.314 0.02 -0.02 0.03 0.346
C -0.565 -0.471 -0.831 0.61 -0.92 -0.14 0.573
N 0.359 0.369 -1.131 -1.10 0.83 0.35 -0.182
N 1.526 -0.157 -1.447 1.51 -0.75 -0.65 -0.389
C 1.554 -1.445 -1.396 -1.24 -0.03 0.29 0.412
N 2.616 -2.251 -1.673 -0.04 -0.81 -0.13 -0.051
C 3.958 -1.940 -1.813 0.11 0.24 -0.09 0.360
O 4.721 -2.814 -2.145 0.20 -0.10 -0.03 -0.628
C 4.358 -0.530 -1.471 0.27 0.09 -0.05 -0.820
C 4.169 -0.298 0.009 0.06 0.07 0.09 0.415
C 3.498 0.822 0.479 0.10 0.03 0.06 -0.246
C 3.320 1.011 1.838 -0.01 0.08 0.03 -0.616
C 3.811 0.084 2.742 -0.01 -0.01 0.09 -0.387
C 4.490 -1.031 2.280 0.02 -0.05 0.08 -0.635
C 4.668 -1.220 0.922 -0.03 0.05 -0.04 -0.223
H 5.200 -2.090 0.563 0.06 -0.11 -0.04 0.392
H 4.881 -1.756 2.980 0.03 -0.05 0.05 0.378
H 3.668 0.231 3.803 -0.01 0.01 0.08 0.388
H 2.790 1.883 2.192 -0.05 0.07 0.03 0.372
H 3.101 1.541 -0.221 -0.06 0.04 -0.09 0.358
H 3.750 0.177 -2.035 0.10 -0.03 0.02 0.454
H 5.410 -0.412 -1.739 -0.11 -0.10 -0.06 0.305
H 2.408 -3.235 -1.797 0.20 0.20 -0.02 0.249
S 0.010 -2.156 -0.924 0.50 0.80 -0.12 -0.384
H -2.492 -2.204 -0.238 -0.04 -0.10 0.01 0.289
H -4.798 -1.746 0.380 -0.09 -0.05 0.03 0.400
H -7.704 0.342 1.098 0.05 -0.08 -0.01 0.256
H -6.495 -0.800 1.735 0.00 0.02 -0.04 0.349
```
Forces are in eV/Å.



Entry 3:
Below is one molecule with the formula C18H17N3O3S, with properties calculated with ωB97M-V with the def2-TZVPD basis set.

Computed properties:
Lowest unoccupied orbital energy ... 0.31 eV
Structure (SMILES) ... COc1cccc(NC(=O)C[C@H]2S/C(=N\c3ccccc3)NC2=O)c1

```
42
Properties=species:S:1:pos:R:3:forces:R:3:mulliken_charge:R:1
C -6.116 -1.965 -0.402 0.06 -0.08 -0.19 -0.791
H -5.657 -1.201 -1.038 0.00 -0.03 0.03 0.320
O -6.455 -1.451 0.863 0.02 0.14 0.31 -0.430
C -5.459 -0.968 1.658 0.06 0.09 0.18 0.501
C -5.856 -0.475 2.903 -0.12 -0.06 -0.11 -0.708
C -4.917 0.034 3.773 -0.14 -0.11 -0.22 -0.525
C -3.573 0.068 3.437 0.30 0.07 0.08 -0.656
C -3.175 -0.421 2.201 -0.30 0.15 0.40 0.028
C -4.117 -0.939 1.311 -0.15 -0.11 -0.19 -0.139
H -3.774 -1.312 0.358 -0.01 -0.05 -0.12 0.522
N -1.843 -0.431 1.768 -0.26 -0.22 -0.36 0.056
C -0.744 0.030 2.404 0.51 -0.16 -0.33 0.749
O -0.712 0.538 3.502 -0.01 0.14 0.27 -0.653
C 0.546 -0.156 1.587 -0.07 0.09 0.28 -1.104
H 1.346 0.314 2.162 -0.16 -0.10 -0.01 0.429
H 0.766 -1.223 1.506 0.06 0.03 0.00 0.367
C 0.486 0.481 0.191 0.28 0.28 0.00 0.015
C 0.069 -0.516 -0.875 -0.01 0.22 0.05 0.224
O -0.973 -1.136 -0.859 -0.18 -0.16 -0.02 -0.722
N 1.016 -0.656 -1.828 -0.26 -0.40 -0.42 -0.122
C 2.201 0.049 -1.747 0.37 0.48 0.42 0.479
N 3.118 -0.162 -2.574 -0.76 -0.55 -0.26 -0.552
C 4.349 0.463 -2.661 0.54 0.31 0.05 0.528
C 5.388 -0.284 -3.217 -0.06 0.11 0.13 -0.378
C 6.641 0.275 -3.366 0.06 -0.01 0.01 -0.486
C 6.868 1.588 -2.983 0.07 0.08 0.00 -0.412
C 5.834 2.340 -2.451 0.14 0.06 0.02 -0.778
C 4.579 1.786 -2.284 -0.11 -0.18 -0.02 -0.237
H 3.772 2.382 -1.887 -0.04 0.10 -0.02 0.413
H 6.005 3.366 -2.161 0.02 0.08 0.02 0.367
H 7.847 2.026 -3.106 0.07 0.04 -0.01 0.375
H 7.444 -0.311 -3.788 0.06 -0.05 -0.03 0.360
H 5.195 -1.304 -3.511 -0.06 -0.08 -0.06 0.445
S 2.110 1.137 -0.335 0.02 -0.17 -0.11 -0.281
H 0.895 -1.312 -2.589 0.00 0.03 0.09 0.291
H -0.209 1.326 0.197 -0.02 -0.18 -0.09 0.481
H -1.715 -0.831 0.840 0.17 0.10 0.14 0.133
H -2.842 0.466 4.120 0.03 0.01 0.01 0.525
H -5.231 0.413 4.733 -0.03 0.03 0.09 0.377
H -6.904 -0.505 3.157 -0.13 0.00 0.03 0.438
H -7.054 -2.289 -0.849 0.10 0.01 -0.01 0.228
H -5.440 -2.823 -0.320 -0.01 0.04 0.00 0.321
```
Forces are in eV/Å.



Entry 4:
Below is one molecule with the formula C18H17NO2, with properties calculated with ωB97M-V with the def2-TZVPD basis set.

Computed properties:
Lowest unoccupied orbital energy ... 0.33 eV
Structure (SMILES) ... N#Cc1ccccc1COc1cccc2c1CCC[C@H]2O

```
38
Properties=species:S:1:pos:R:3:forces:R:3:mulliken_charge:R:1
N 0.585 -2.281 1.293 -0.15 -0.21 0.17 -0.600
C 1.403 -1.546 0.968 -0.43 -0.45 0.26 0.135
C 2.471 -0.668 0.668 0.76 0.60 -0.22 0.723
C 3.292 -0.269 1.726 -0.06 -0.03 -0.09 -0.975
C 4.370 0.561 1.492 0.06 0.04 0.01 -0.497
C 4.637 0.996 0.203 0.01 -0.02 0.02 -0.596
C 3.819 0.612 -0.845 -0.08 -0.10 0.01 -0.450
C 2.727 -0.218 -0.632 -0.11 -0.06 0.19 0.951
C 1.851 -0.630 -1.790 0.16 -0.09 -0.30 -1.051
O 0.507 -0.860 -1.455 -0.16 0.13 0.00 -0.367
C -0.247 0.186 -0.979 -0.22 0.22 0.04 0.464
C 0.206 1.490 -0.866 0.25 -0.18 -0.17 -0.864
C -0.640 2.466 -0.362 -0.15 0.05 0.04 -0.929
C -1.922 2.145 0.025 0.04 0.11 0.02 -0.719
C -2.381 0.837 -0.086 -0.04 0.07 0.03 0.720
C -1.554 -0.153 -0.597 0.22 -0.12 -0.08 0.625
C -1.976 -1.589 -0.722 -0.12 -0.14 -0.06 -0.592
C -3.476 -1.779 -0.541 0.10 0.02 0.15 -0.985
C -3.953 -0.968 0.656 -0.08 0.22 -0.22 -0.819
H -5.001 -1.188 0.880 0.01 0.03 0.05 0.444
H -3.352 -1.214 1.534 0.00 0.02 0.09 0.304
C -3.794 0.521 0.350 -0.16 -0.45 -0.26 0.129
H -4.474 0.784 -0.485 0.13 -0.11 0.16 0.176
O -4.111 1.329 1.468 -0.02 0.18 0.25 -0.568
H -4.959 1.038 1.820 0.04 0.02 -0.06 0.317
H -4.007 -1.443 -1.436 -0.05 -0.05 -0.05 0.356
H -3.699 -2.837 -0.395 -0.03 0.01 -0.08 0.366
H -1.432 -2.160 0.036 -0.04 -0.06 -0.11 0.305
H -1.655 -1.971 -1.694 0.01 -0.05 0.05 0.379
H -2.580 2.894 0.434 -0.04 0.10 0.05 0.427
H -0.282 3.481 -0.272 0.03 0.08 0.01 0.398
H 1.209 1.762 -1.155 0.06 0.00 -0.03 0.338
H 2.200 -1.596 -2.179 -0.03 0.21 0.01 0.352
H 1.934 0.111 -2.598 0.01 -0.08 0.12 0.407
H 4.027 0.962 -1.846 -0.01 0.06 -0.10 0.417
H 5.481 1.643 0.014 0.07 0.06 -0.01 0.394
H 5.002 0.868 2.311 0.04 0.02 0.07 0.403
H 3.072 -0.621 2.722 -0.02 -0.02 0.05 0.481
```
Forces are in eV/Å.



Entry 5:
Below is C18H18Br54 as an isolated structure at a distorted geometry, with properties calculated with ωB97M-V with the def2-TZVPD basis set.

Computed properties:
Lowest unoccupied orbital energy ... -0.49 eV

```
90
Properties=species:S:1:pos:R:3:forces:R:3:mulliken_charge:R:1
C -0.589 -5.744 -2.290 1.05 -0.10 -1.46 -0.191
Br -1.058 -3.995 -1.541 0.23 -0.83 -0.55 0.316
Br -2.105 -6.649 -3.119 0.18 0.31 0.39 -0.062
Br 0.278 -6.794 -0.958 -0.17 -0.48 0.50 -0.061
H 0.200 -5.754 -3.126 -1.42 0.89 1.32 0.054
C 2.747 4.702 2.177 -0.55 0.55 -1.41 0.162
Br 4.120 6.067 2.240 -0.43 -0.10 0.01 -0.059
Br 3.276 3.218 3.211 0.16 -0.57 0.12 -0.053
Br 2.271 4.345 0.242 0.54 -0.14 1.22 0.066
H 1.792 5.056 2.565 0.42 0.20 0.09 -0.259
C -0.460 7.452 -1.314 1.43 1.19 -1.42 -0.347
Br 1.528 7.546 -1.543 -0.53 -0.36 0.43 -0.118
Br -1.100 6.501 0.151 -0.09 -0.48 0.40 0.051
Br -1.156 6.965 -3.049 -0.33 -0.20 0.31 -0.032
H -0.630 8.515 -1.209 -0.52 -0.19 0.23 0.349
C 5.396 1.641 -1.143 -0.34 0.18 -0.89 -0.360
Br 5.534 3.017 -2.490 -0.08 -0.12 -0.16 -0.066
Br 6.965 0.602 -1.023 0.40 -0.59 -0.25 -0.038
Br 3.752 0.652 -1.270 0.16 0.02 -0.09 0.222
H 5.337 2.172 -0.247 -0.18 0.70 1.37 0.276
C 0.449 -0.008 6.676 0.69 1.86 0.33 0.253
Br 1.886 -0.841 7.617 -0.03 0.15 -0.17 -0.037
Br 0.960 0.846 4.991 -0.21 -0.36 0.94 0.137
Br -0.633 1.163 7.821 0.49 0.07 -0.18 -0.094
H -0.276 -0.700 6.446 -1.07 -1.85 -0.77 -0.329
C -5.562 -5.616 1.924 0.50 -0.34 -0.13 -0.400
Br -3.840 -5.531 0.976 -0.56 0.21 0.55 -0.023
Br -6.901 -4.566 1.041 0.09 -0.21 -0.14 -0.035
Br -5.520 -5.151 3.785 0.35 0.26 0.27 -0.052
H -5.799 -6.673 1.975 -0.32 0.18 -0.54 0.392
C 0.389 2.142 -3.940 1.19 0.63 -0.72 0.057
Br 1.654 1.054 -5.030 -0.80 0.36 0.79 0.042
Br -1.141 2.651 -4.993 -0.04 -0.14 0.22 -0.098
Br 1.345 3.808 -3.427 -0.48 -0.89 0.13 -0.034
H 0.067 1.595 -3.054 0.19 0.06 -0.18 -0.084
C -4.764 0.378 2.897 0.72 0.45 0.90 -0.425
Br -5.519 -1.300 2.396 -0.36 0.11 0.23 0.015
Br -5.424 1.902 1.893 0.13 -0.41 0.18 -0.039
Br -2.832 0.205 2.773 0.08 0.09 0.09 0.059
H -4.836 0.606 3.986 -0.68 -0.35 -1.07 0.390
C 5.987 -0.800 -6.626 -0.60 -1.15 0.71 -0.412
Br 4.534 -1.034 -7.905 0.65 0.53 0.15 -0.037
Br 6.867 -2.512 -6.402 0.18 -0.02 -0.12 -0.056
Br 5.277 -0.272 -4.923 -0.24 0.23 0.25 0.016
H 6.770 -0.096 -6.820 -0.10 0.37 -0.87 0.424
C 2.784 -3.751 -3.799 0.29 0.16 0.59 -0.399
Br 2.650 -2.433 -2.384 0.15 -0.14 -0.03 0.028
Br 1.256 -3.667 -4.904 -0.19 -0.16 -0.49 -0.076
Br 3.029 -5.506 -3.020 0.16 0.20 -0.26 -0.051
H 3.658 -3.454 -4.368 -0.01 -0.30 -0.02 0.365
C -1.738 -0.856 -5.880 -1.22 -0.01 1.46 0.091
Br -3.631 -1.440 -6.132 0.97 0.43 -0.14 -0.109
Br -0.598 -1.414 -7.261 0.26 -0.35 -0.13 -0.032
Br -1.289 -1.402 -4.008 -0.03 0.37 -1.15 0.317
H -1.710 0.229 -5.831 -0.22 -0.25 -0.16 -0.199
C 3.698 -3.549 1.728 -0.11 0.94 -0.47 -0.336
Br 2.577 -5.063 1.412 -0.14 0.00 0.13 -0.036
Br 5.112 -3.896 2.988 -0.18 0.05 -0.20 -0.035
Br 2.635 -1.942 2.297 0.62 -0.99 -0.42 0.175
H 4.132 -3.313 0.736 -0.19 0.07 0.90 0.246
C -2.040 -4.065 4.627 1.81 1.75 0.28 0.305
Br -0.744 -3.261 3.370 -0.48 -0.12 0.29 0.122
Br -2.509 -2.796 6.018 -0.19 0.11 -0.24 -0.083
Br -1.285 -5.570 5.404 0.34 -1.25 0.40 -0.003
H -2.893 -4.299 4.082 -1.40 -0.36 -0.84 -0.407
C -4.987 -1.519 -2.030 0.44 -0.58 -0.44 -0.192
Br -4.955 -3.296 -2.824 0.01 0.20 0.21 -0.078
Br -3.402 -1.255 -0.946 -0.44 0.07 0.23 0.315
Br -6.668 -1.218 -1.151 0.29 0.25 -0.07 -0.117
H -4.862 -0.840 -2.863 -0.28 0.17 0.08 0.179
C -6.082 3.048 -2.085 -0.78 -1.99 1.79 -0.198
Br -7.481 3.201 -3.424 0.54 -0.05 0.28 -0.029
Br -5.763 4.719 -1.165 -0.13 -0.32 -0.13 -0.034
Br -4.431 2.280 -2.700 0.13 0.12 -0.43 0.053
H -6.415 2.219 -1.318 0.32 2.10 -1.45 0.137
C 6.296 0.999 4.185 -0.29 -1.61 0.13 -0.504
Br 5.999 0.270 2.379 0.02 0.57 0.84 0.022
Br 7.873 0.179 4.948 -0.02 0.12 -0.09 -0.061
Br 4.774 0.643 5.374 0.39 0.29 -0.62 -0.050
H 6.489 2.045 4.153 -0.16 0.64 -0.24 0.449
C -1.474 5.044 4.498 0.52 0.28 0.47 -0.422
Br -0.210 6.499 3.965 -0.66 -0.61 0.59 -0.087
Br -1.227 3.603 3.248 -0.08 0.11 0.28 0.063
Br -3.288 5.673 4.532 0.01 0.06 -0.12 -0.047
H -1.278 4.718 5.549 0.25 0.29 -1.20 0.406
C -0.365 0.659 0.482 0.32 0.05 0.00 0.339
Br 1.027 1.162 1.685 0.40 0.06 0.07 0.552
Br 0.359 -0.675 -0.777 -0.76 0.79 0.39 0.556
Br -1.128 2.281 -0.252 0.01 -0.49 -0.43 0.307
H -1.132 0.241 1.121 0.03 -0.39 -0.64 -0.921
```
Forces are in eV/Å.



| no. | molecular weight (g/mol) |
| --- | --- |
| 1 | 581.40 |
| 2 | 355.42 |
| 3 | 355.42 |
| 4 | 279.34 |
| 5 | 4549.16 |